Formula: C63H88CsN9O4S4Se
Source: OMol25
Level of theory: the ωB97M-V functional and the def2-TZVPD basis

CARTESIAN COORDINATES (ANGSTROEM)
Cs1 0.558 0.525 -1.123
C1 -2.886 -7.281 -0.986
C2 -1.731 -6.509 -0.327
C3 -1.919 -6.594 1.189
C4 -0.400 -7.187 -0.688
C5 -1.729 -5.064 -0.822
C6 -1.753 -3.970 0.045
C7 -1.795 -2.708 -0.490
Se1 -1.816 -1.061 0.483
C8 -0.920 -1.701 2.076
C9 -1.618 -2.266 3.122
C10 -0.952 -2.706 4.264
C11 0.415 -2.485 4.325
C12 1.154 -1.859 3.314
C13 0.473 -1.507 2.137
O1 1.064 -0.989 1.033
C14 2.632 -1.561 3.636
C15 3.395 -2.886 3.784
C16 2.683 -0.778 4.962
C17 3.372 -0.701 2.606
C18 -1.745 -3.356 5.396
C19 -2.812 -2.368 5.893
C20 -0.865 -3.734 6.590
C21 -2.427 -4.629 4.876
C22 -1.905 -2.397 -1.878
O2 -2.103 -1.164 -2.172
C23 -1.761 -3.517 -2.752
C24 -1.684 -4.788 -2.187
C25 -1.569 -3.396 -4.271
C26 -0.077 -3.618 -4.574
C27 -2.397 -4.456 -5.020
C28 -1.970 -2.026 -4.832
H1 -2.917 -8.316 -0.629
H2 -2.775 -7.298 -2.070
H3 -3.839 -6.802 -0.754
H4 -1.971 -7.640 1.503
H5 -2.842 -6.099 1.497
H6 -1.085 -6.125 1.715
H7 -0.366 -8.212 -0.303
H8 0.433 -6.622 -0.267
H9 -0.268 -7.222 -1.771
H10 -1.711 -4.087 1.120
H11 -2.691 -2.377 3.017
H12 0.950 -2.803 5.209
H13 2.987 -3.498 4.592
H14 4.448 -2.687 3.999
H15 3.333 -3.454 2.854
H16 2.323 -1.367 5.809
H17 2.075 0.125 4.883
H18 3.712 -0.476 5.176
H19 3.493 -1.215 1.657
H20 4.370 -0.472 2.996
H21 2.855 0.242 2.429
H22 -2.335 -1.472 6.293
H23 -3.420 -2.824 6.681
H24 -3.474 -2.063 5.083
H25 -0.367 -2.856 7.005
H26 -0.106 -4.466 6.305
H27 -1.483 -4.175 7.375
H28 -3.092 -4.404 4.041
H29 -3.017 -5.100 5.668
H30 -1.680 -5.344 4.527
H31 -1.576 -5.633 -2.860
H32 0.245 -4.601 -4.225
H33 0.524 -2.868 -4.055
H34 0.115 -3.543 -5.651
H35 -2.006 -5.464 -4.878
H36 -2.380 -4.245 -6.094
H37 -3.434 -4.436 -4.679
H38 -1.388 -1.233 -4.372
H39 -3.024 -1.825 -4.637
H40 -1.800 -2.016 -5.916
C29 -2.445 3.330 -6.244
N1 -1.776 3.991 -5.140
C30 -0.467 4.492 -5.515
C31 -1.882 3.509 -3.825
N2 -0.944 3.435 -2.984
N3 -3.189 3.162 -3.471
C32 -3.514 2.334 -2.386
N4 -4.543 1.436 -2.698
N5 -2.978 2.481 -1.255
H41 -2.674 4.065 -7.019
H42 -3.379 2.865 -5.939
H43 -1.814 2.548 -6.689
H44 -0.571 5.084 -6.426
H45 0.255 3.685 -5.698
H46 -0.086 5.138 -4.726
H47 -0.006 3.575 -3.343
H48 -3.895 3.245 -4.177
H49 -4.517 1.090 -3.647
H50 -4.585 0.668 -2.043
H51 -3.236 1.753 -0.593
C33 -2.477 8.365 -0.226
C34 -1.047 7.920 -0.525
S1 -1.015 6.297 -1.386
C35 -0.105 5.192 -0.255
C36 -0.432 5.277 1.238
S2 -1.628 4.056 1.875
C37 -3.145 5.048 2.094
C38 -3.528 5.937 0.914
S3 -3.191 7.695 1.311
H52 -3.138 8.102 -1.053
H53 -2.517 9.446 -0.069
H54 -0.456 7.865 0.387
H55 -0.580 8.641 -1.199
H56 0.957 5.382 -0.407
H57 -0.328 4.191 -0.658
H58 -0.794 6.253 1.557
H59 0.482 5.065 1.796
H60 -3.031 5.642 3.003
H61 -3.917 4.297 2.270
H62 -4.593 5.854 0.697
H63 -2.976 5.670 0.020
C39 -0.990 0.989 4.596
C40 -0.260 2.148 5.286
C41 0.207 1.661 6.667
C42 -1.250 3.310 5.475
C43 0.910 2.665 4.448
C44 1.914 3.436 5.051
C45 2.950 3.999 4.324
C46 2.990 3.794 2.953
S4 4.123 4.363 1.772
C47 3.174 3.504 0.488
N6 2.147 2.897 0.962
C48 1.998 3.023 2.321
C49 0.970 2.459 3.076
C50 3.582 3.586 -0.909
C51 4.819 4.180 -1.218
C52 5.224 4.301 -2.531
C53 4.385 3.822 -3.536
C54 3.180 3.219 -3.206
C55 2.694 3.067 -1.888
H64 -1.789 0.625 5.246
H65 -0.313 0.158 4.389
H66 -1.447 1.304 3.657
H67 -0.616 1.154 7.176
H68 0.527 2.488 7.303
H69 1.036 0.958 6.571
H70 -2.072 3.010 6.133
H71 -1.663 3.604 4.510
H72 -0.751 4.176 5.916
H73 1.889 3.609 6.119
H74 3.715 4.584 4.820
H75 0.242 1.858 2.549
H76 5.470 4.530 -0.421
H77 6.182 4.746 -2.775
H78 4.688 3.925 -4.576
H79 2.568 2.846 -4.030
O3 5.400 -4.581 -3.278
C56 5.055 -3.379 -2.639
N7 4.077 -2.592 -3.377
C57 4.176 -2.384 -4.707
O4 5.067 -2.895 -5.392
C58 3.142 -1.508 -5.308
C59 2.766 -1.699 -6.635
C60 1.807 -0.872 -7.184
C61 1.265 0.133 -6.393
N8 1.639 0.350 -5.136
C62 2.562 -0.448 -4.618
H80 5.559 -4.327 -4.202
H81 5.951 -2.763 -2.478
H82 4.617 -3.629 -1.674
H83 3.276 -2.245 -2.866
H84 3.226 -2.499 -7.200
H85 1.480 -1.001 -8.208
H86 0.508 0.806 -6.781
H87 2.882 -0.228 -3.609
N9 1.890 -3.146 0.313
C63 1.845 -1.898 0.125
H88 1.351 -3.560 1.087

Results
E_HOMO = -0.069 Eh
DFT total energy = -197597.0735 eV
F_max = 1.71 eV/A
Total charge = -2
Molar mass = 1375.589 g/mol